1.
Below is a molecular structure, C34H59O14Y at a distorted geometry, with properties calculated with ωB97M-V/def2-TZVPD.

```
! RIJCOSX wB97M-V def2-TZVPD def2/J DEFGRID3
* xyz 3 2
Y -2.9644 3.6117 -0.2023
C -0.0341 0.1364 0.5199
C -0.8976 0.5697 -0.6619
O -1.3828 1.8912 -0.5889
H 0.9729 0.5529 0.5455
H 0.0972 -0.9445 0.5702
H -0.5492 0.3825 1.4484
H -1.6779 -0.1826 -0.7770
H -0.3106 0.4496 -1.5725
C 4.8900 2.9465 -0.2736
C 3.6153 3.5897 -0.7601
C 2.5719 2.5446 -0.4220
O 3.1082 1.9701 0.8091
C 4.4097 2.2823 0.9834
H 5.7847 3.5587 -0.1602
H 5.1783 2.1955 -1.0092
H 3.6509 3.7975 -1.8296
H 3.3663 4.5244 -0.2577
H 2.4453 1.7866 -1.1950
H 1.5845 2.9900 -0.3002
H 5.0760 1.4245 1.0743
H 4.5287 2.8843 1.8842
C -2.7477 -2.2115 1.6376
C -3.5826 -3.4428 1.8729
C -3.7884 -3.3328 3.3356
O -2.6101 -2.7082 3.9121
C -1.8378 -2.0882 2.8605
H -3.4338 -1.3646 1.6510
H -2.1728 -2.2292 0.7117
H -3.0306 -4.3383 1.5876
H -4.5104 -3.4668 1.3012
H -3.9145 -4.3129 3.7955
H -4.6934 -2.7454 3.4909
H -0.9644 -2.7106 2.6654
H -1.5048 -1.0603 3.0042
C 3.3062 -1.6226 1.5939
C 4.6329 -2.2163 1.9926
C 4.1716 -3.0846 3.1445
O 2.9704 -3.7012 2.6758
C 2.2563 -2.6840 1.9373
H 3.3290 -1.2919 0.5555
H 3.0682 -0.7322 2.1759
H 5.3031 -1.4208 2.3182
H 5.1027 -2.7896 1.1934
H 3.9985 -2.5249 4.0637
H 5.0119 -3.7246 3.4137
H 1.4955 -2.1908 2.5424
H 1.7504 -3.0785 1.0562
O -3.0707 -5.3889 -4.7548
C -2.7213 -4.3903 -4.1294
O -3.3001 -4.0697 -2.9388
C -2.8046 -2.8749 -2.4802
C -1.4374 -2.7181 -3.0977
C -1.6012 -3.4210 -4.4548
H -2.7182 -2.8132 -1.3954
H -3.4081 -2.0508 -2.8607
H -0.7061 -3.1649 -2.4241
H -1.1256 -1.6869 -3.2635
H -0.7320 -3.9758 -4.8079
H -1.9344 -2.6464 -5.1455
O -3.3255 2.1031 1.6327
C -3.6551 1.5313 2.7033
O -2.9079 1.5789 3.7660
C -3.3694 0.7546 4.8121
C -4.7885 0.4354 4.3494
C -4.9208 0.7543 2.9051
H -3.3472 1.3160 5.7461
H -2.6820 -0.0831 4.9304
H -5.5073 1.0304 4.9129
H -4.9635 -0.5999 4.6419
H -5.8561 1.2737 2.6964
H -4.8242 -0.1704 2.3363
O -3.3855 -0.3883 -4.8322
C -2.6853 0.6283 -4.8762
O -1.7591 0.8835 -3.9695
C -1.1914 2.1686 -4.1491
C -1.4414 2.4522 -5.6529
C -2.7466 1.7797 -5.9154
H -0.1441 2.0817 -3.8598
H -1.6380 2.9505 -3.5349
H -0.6448 1.9761 -6.2247
H -1.4514 3.5161 -5.8900
H -2.7301 1.3726 -6.9263
H -3.5731 2.4431 -5.6609
O -1.4157 4.2209 1.5170
C -0.2872 4.1115 2.0662
O 0.6778 5.0072 1.9412
C 1.8598 4.5454 2.5777
C 1.2944 3.6401 3.6712
C 0.1150 3.0319 3.0175
H 2.2672 5.4646 2.9986
H 2.5879 4.1278 1.8823
H 0.9335 4.2915 4.4671
H 2.0084 2.9338 4.0950
H -0.7163 2.8293 3.6928
H 0.3380 2.1345 2.4404
O 4.8492 -2.7323 -1.5452
C 4.1885 -2.0052 -2.2246
O 4.5454 -0.7106 -2.4934
C 3.5845 -0.0452 -3.3144
C 2.3514 -0.9174 -3.0590
C 2.8698 -2.3083 -2.8509
H 3.8546 -0.1252 -4.3674
H 3.3572 0.9707 -2.9912
H 1.6069 -0.7734 -3.8420
H 1.9135 -0.4625 -2.1705
H 3.0527 -2.8240 -3.7936
H 2.1930 -2.8807 -2.2166
*
```

## Properties
HOMO level (alpha / beta) = -0.54150 / -0.54150 Eh
Total energy = -2421.5315 Eh
F_max = 7.63 eV/Å


2.
Below is 12 unconnected molecules or ions with the total composition C20H40N4O28 at a distorted geometry, with properties calculated with ωB97M-V/def2-TZVPD.

```
! RIJCOSX wB97M-V def2-TZVPD def2/J DEFGRID3
* xyz -4 1
C -0.7260 4.0547 2.2330
C -0.0673 5.0181 3.2195
O 0.1751 6.1674 2.9354
N 0.1268 4.6421 4.6725
H -0.4474 3.8347 4.8688
H 1.0785 4.4015 4.9101
C -0.4233 5.7268 5.7463
H -0.7239 2.9835 2.4342
H -0.2613 4.1354 1.2503
H -1.7002 4.5004 2.0319
H 0.3359 6.4993 5.8683
H -0.7220 5.2197 6.6638
H -1.2833 6.1782 5.2517
C 0.0851 -1.0784 0.4811
C -0.5130 0.2025 -0.0556
O -0.8156 1.1718 0.7042
N -0.8218 0.2486 -1.5676
H -1.3064 -0.6115 -1.7809
H -1.5288 0.8749 -1.9254
C 0.4588 0.4075 -2.5002
H 0.3572 -1.0349 1.5357
H 1.0636 -1.3379 0.0768
H -0.5807 -1.9412 0.4597
H 1.1168 -0.4551 -2.3952
H 0.9310 1.3647 -2.2793
H 0.2356 0.4506 -3.5662
C 4.3091 -5.3488 2.0081
C 3.4128 -5.0323 3.1010
O 3.6721 -5.2524 4.2753
N 1.9806 -4.5031 2.6588
H 2.1657 -4.5971 1.6704
H 1.2267 -5.1109 2.9457
C 1.9232 -3.0372 3.2581
H 3.7040 -5.8473 1.2508
H 5.1435 -6.0111 2.2388
H 4.7516 -4.4812 1.5186
H 2.3990 -2.4089 2.5052
H 2.4002 -3.1375 4.2331
H 0.9087 -2.6564 3.3755
C -3.5683 -1.9920 0.8582
C -3.9626 -0.5736 0.9132
O -3.9166 0.2714 -0.0301
N -4.7589 -0.1135 2.1776
H -4.6704 -0.7299 2.9728
H -4.4048 0.7006 2.6592
C -6.2930 0.0453 1.9284
H -3.1789 -2.3844 1.7976
H -2.9006 -2.1710 0.0155
H -4.4612 -2.5640 0.6060
H -6.7119 -0.9295 1.6788
H -6.5974 0.7785 1.1816
H -6.6889 0.4377 2.8651
O -2.7288 -2.9826 -4.2090
C -2.2243 -3.1584 -3.0300
O -1.5686 -4.1675 -2.7295
O -2.2951 -2.1517 -2.3210
H -2.9592 -2.1121 -3.8761
O 4.5132 2.4252 -3.6501
C 4.5214 2.5420 -2.3309
O 5.4286 3.1886 -1.8106
O 3.5601 2.1793 -1.6904
H 3.7795 1.8205 -3.5174
O 1.1363 1.9485 4.9853
C 1.8053 1.1233 4.2446
O 2.9468 1.5040 4.0344
O 1.2942 0.0541 3.8303
H 1.9108 2.5134 4.9331
O -1.2967 3.5172 -3.3185
C -0.5104 4.0566 -2.4512
O 0.3300 4.9189 -2.8758
O -0.5614 3.7293 -1.3122
H -1.7050 2.8314 -2.7851
O 4.6322 -0.7768 -2.4371
C 4.4190 -1.0871 -3.7346
O 3.3957 -0.5897 -4.3195
O 5.0122 -2.0043 -4.3043
H 3.8317 -0.2475 -2.4099
O -1.4832 -0.8785 -6.7483
C -0.2301 -0.7569 -6.4750
O 0.5908 -1.4837 -6.9959
O 0.0198 0.2550 -5.8817
H -1.6458 -0.1209 -6.1817
O 3.2579 -2.6266 -0.3127
C 2.8399 -3.7678 -0.9268
O 3.5762 -4.2734 -1.8079
O 1.7319 -4.2957 -0.6552
H 3.9106 -2.6297 -1.0167
O -3.2297 0.8447 -4.7404
C -3.8026 1.3688 -3.5964
O -4.9743 1.8019 -3.6528
O -3.1921 1.4633 -2.5355
H -3.9639 1.0503 -5.3236
*
```

## Properties
HOMO level = 0.12065 Eh
Total energy = -3111.2555 Eh
F_max = 7.77 eV/Å
Relative energy (zero: lowest compared OMol25 entry of this formula, charge and spin) = 14.2888 eV


3.
Below is 2 unconnected molecules or ions with the total composition C3H10N2O at a distorted geometry, with properties calculated with ωB97M-V/def2-TZVPD.

```
! RIJCOSX wB97M-V def2-TZVPD def2/J DEFGRID3
* xyz 0 1
H 1.0906 0.9480 -2.3355
N 1.3314 0.4889 -1.4147
C 0.3398 0.9828 -0.5767
N 0.0271 0.4286 0.6126
C -1.2441 0.2572 1.3464
C -2.5190 0.4055 0.4696
H 0.3569 2.1565 -0.6579
H 0.7402 -0.3347 0.9463
H -1.3450 1.1223 2.0594
H -1.1742 -0.6644 1.8634
H -2.5011 1.4393 0.0210
H -3.4605 0.2637 1.1412
H -2.6500 -0.3821 -0.3165
O 2.0791 -2.1277 -0.3790
H 1.5212 -2.6599 -0.9324
H 1.8194 -1.1628 -0.5773
*
```

## Properties
HOMO level = -0.33117 Eh
Total energy = -304.9738 Eh
F_max = 5.14 eV/Å
Relative energy (zero: lowest compared OMol25 entry of this formula, charge and spin) = 2.7450 eV


4.
Below is a molecular structure, CHCl2O2P at a distorted geometry, with properties calculated with ωB97M-V/def2-TZVPD.

```
! RIJCOSX wB97M-V def2-TZVPD def2/J DEFGRID3
* xyz 0 1
C -0.7846 0.3867 0.1965
O 0.9545 -1.4392 -0.5125
O 0.3410 -1.8784 0.7193
P 0.8651 -0.3255 0.6223
Cl 1.3532 1.5562 -1.2610
Cl -1.4924 1.6313 0.9834
H -1.2368 0.0690 -0.7479
*
```

## Properties
HOMO level (alpha / beta) = -0.36872 / -0.36874 Eh
Total energy = -1450.7466 Eh
F_max = 2.30 eV/Å
Relative energy (zero: lowest compared OMol25 entry of this formula, charge and spin) = 5.3241 eV


5.
Below is a single C2BrF3S molecule at a distorted geometry, with properties calculated with ωB97M-V/def2-TZVPD.

```
! RIJCOSX wB97M-V def2-TZVPD def2/J DEFGRID3
* xyz 0 1
F -3.0396 -1.2735 0.1549
S -1.3998 -1.3635 -0.2759
C 0.4585 -0.3743 0.2644
F 1.2146 -1.3932 0.6705
C 0.6614 0.8537 -0.2104
F -0.2942 1.7051 -0.6635
Br 2.3992 1.8456 0.0600
*
```

## Properties
HOMO level = -0.36724 Eh
Total energy = -3347.8427 Eh
F_max = 3.56 eV/Å
Relative energy (zero: lowest compared OMol25 entry of this formula, charge and spin) = 3.5795 eV


6.
Below is a molecular structure, C37H28IrN10, with properties calculated with ωB97M-V/def2-TZVPD.

```
! RIJCOSX wB97M-V def2-TZVPD def2/J DEFGRID3
* xyz 2 6
Ir 0.2379 0.0224 0.5225
C -2.1482 3.7280 -1.3401
C -1.0952 2.8991 -0.9197
N -1.2422 1.6159 -0.6903
C -2.4603 1.0493 -0.8950
C -3.5914 1.8126 -1.2341
C -3.3968 3.1912 -1.4702
C -4.8582 1.1808 -1.3138
C -4.9751 -0.1578 -1.0593
C -3.8362 -0.9419 -0.8174
C -2.5724 -0.3763 -0.7998
N -1.3826 -1.0636 -0.6861
C -1.1990 -2.3081 -1.1753
C -2.0589 -2.9540 -2.0704
C -1.8035 -4.2529 -2.5145
C -0.6774 -4.9233 -2.1115
C 0.2724 -4.2853 -1.2693
C 1.4823 -4.9017 -0.8891
C 2.3770 -4.2114 -0.1225
C 2.0551 -2.9071 0.2780
N 0.9228 -2.3141 -0.0398
C 0.0288 -2.9785 -0.8119
H -1.9617 4.7757 -1.5294
H -0.1032 3.3076 -0.7618
H -4.2383 3.8069 -1.7656
H -5.7282 1.7743 -1.5652
H -5.9494 -0.6276 -1.0717
H -3.9403 -2.0013 -0.6209
H -2.9133 -2.4211 -2.4631
H -2.4965 -4.7261 -3.1965
H -0.4808 -5.9300 -2.4591
H 1.6921 -5.9133 -1.2174
H 3.3207 -4.6476 0.1738
H 2.7523 -2.3274 0.8703
N -1.4151 -2.6228 2.1550
C -1.6291 -1.4948 2.8479
N -2.4419 -1.5636 3.8888
C -2.6195 -0.4174 4.5444
N -3.4211 -0.4156 5.6012
N -2.0252 0.7612 4.2186
C -1.2543 0.7270 3.1748
N -1.0125 -0.3606 2.4087
C -0.5729 2.0167 2.8230
C -0.8539 3.1754 3.5248
C -0.1421 4.3277 3.2231
C 0.8371 4.2748 2.2469
C 1.0386 3.0792 1.5781
N 0.3343 1.9849 1.8489
H -1.8072 -3.4704 2.5298
H -0.6731 -2.6688 1.4749
H -3.8706 -1.2690 5.8860
H -3.5569 0.4297 6.1278
H -1.6074 3.1492 4.2974
H -0.3422 5.2494 3.7538
H 1.4358 5.1409 1.9997
H 1.7860 2.9852 0.7964
C 3.6268 -0.3227 3.7218
C 4.7194 0.1734 3.0228
C 4.5749 0.5340 1.6954
C 3.3386 0.3911 1.0710
N 2.2947 -0.0905 1.7647
C 2.4291 -0.4324 3.0476
C 3.0748 0.7044 -0.3558
C 4.0805 1.1679 -1.2030
C 3.8162 1.3845 -2.5452
C 2.5510 1.1198 -3.0512
C 1.5485 0.6567 -2.2065
C 1.7766 0.4715 -0.8415
H 3.7012 -0.6186 4.7586
H 5.6802 0.2739 3.5110
H 5.4214 0.9207 1.1476
H 1.5400 -0.8084 3.5431
H 5.0793 1.3595 -0.8311
H 4.6007 1.7412 -3.1998
H 2.3461 1.2676 -4.1042
H 0.5652 0.4557 -2.6227
*
```

## Properties
HOMO level (alpha / beta) = -0.42472 / -0.48465 Eh
Total energy = -2078.1908 Eh
F_max = 0.64 eV/Å
Relative energy (zero: lowest compared OMol25 entry of this formula, charge and spin) = 0.0000 eV